75
Properties=species:S:1:pos:R:3:forces:R:3:mulliken_charge:R:1 method="wB97M-V/def2-TZVPD" total_energy_ev=-71228.3666 charge=0 lumo_energy_ev=-2.14 relative_energy_ev=0.6373
C 1.642 5.018 1.104 0.39 0.12 0.19 -0.589
C 1.200 4.212 0.049 0.24 0.22 0.59 -0.660
C 0.916 2.876 0.272 0.31 -0.03 0.07 -0.365
C 1.006 2.302 1.572 0.44 1.53 0.37 0.388
C 0.418 1.024 1.851 -1.99 -1.71 -0.43 -0.037
S 0.201 0.434 3.517 -1.16 0.90 -1.04 1.309
C -0.329 -1.283 3.488 -0.10 -0.16 -0.26 -0.170
C -1.291 -1.673 4.420 0.07 0.01 -0.21 -0.414
C -1.728 -3.000 4.430 0.25 0.13 -0.01 -0.813
C -1.173 -3.928 3.545 0.01 0.14 0.01 -0.455
C -0.222 -3.519 2.606 0.03 0.29 0.16 -0.885
C 0.181 -2.183 2.558 0.08 -0.15 0.31 -0.235
O 1.442 0.435 4.278 0.23 0.12 -0.19 -0.583
O -0.908 1.175 4.087 0.36 -0.29 0.77 -0.691
S -1.196 0.875 0.991 0.26 -0.72 0.66 1.150
C -2.432 2.113 1.501 -0.11 0.18 -0.11 0.066
C -3.156 1.936 2.680 -0.23 0.25 0.21 0.015
C -4.092 2.897 3.083 0.21 -0.19 -0.35 -0.670
C -4.362 3.997 2.265 0.15 -0.01 0.00 -0.360
C -3.703 4.126 1.038 0.06 -0.28 0.15 -0.646
C -2.745 3.180 0.652 0.11 0.11 0.25 -0.245
O -1.028 1.093 -0.428 -0.08 -0.10 0.01 -0.786
O -1.763 -0.393 1.404 -0.11 0.14 0.02 -0.680
C 1.543 3.117 2.601 -0.26 -0.21 -0.35 -0.577
C 1.863 4.449 2.367 0.00 -0.17 -0.42 -0.667
H 1.854 6.075 0.947 -0.05 -0.23 0.00 0.377
H 1.072 4.626 -0.954 0.03 -0.07 0.30 0.429
H 0.549 2.291 -0.562 0.24 0.05 0.29 0.617
H -1.718 -0.928 5.092 0.14 -0.23 -0.20 0.445
H -2.505 -3.290 5.138 0.25 -0.03 -0.20 0.382
H -1.492 -4.971 3.583 0.05 0.29 -0.06 0.377
H 0.205 -4.228 1.898 -0.18 0.10 0.12 0.425
H 0.862 -1.818 1.789 -0.17 -0.10 0.13 0.891
H -2.992 1.061 3.300 0.05 0.22 -0.19 0.343
H -4.602 2.768 4.040 0.09 0.06 -0.35 0.374
H -5.084 4.754 2.585 0.25 -0.30 -0.16 0.353
H -3.930 4.960 0.376 0.05 -0.20 0.16 0.369
H -2.248 3.270 -0.310 0.01 -0.04 0.21 0.424
H 1.620 2.684 3.600 0.06 0.33 -0.23 0.479
H 2.279 5.028 3.192 -0.20 0.08 -0.22 0.397
C 5.408 5.113 6.733 0.03 -0.61 0.04 -0.775
O 5.452 3.688 7.005 -0.10 0.02 -0.52 -0.466
C 5.096 2.820 6.020 -0.45 0.16 -0.50 0.813
C 4.837 3.232 4.686 0.19 -0.06 0.69 -0.967
C 4.393 2.302 3.758 0.33 -0.31 -0.11 -0.268
C 4.157 0.952 4.093 0.01 0.90 0.86 0.730
C 3.637 0.005 3.138 1.91 -0.36 -0.09 -0.744
C 4.168 -0.109 1.863 -0.49 0.33 -0.55 2.262
C 4.109 -1.334 1.067 0.56 -0.29 0.08 0.275
C 3.626 -2.613 1.352 0.15 -0.37 -0.67 -0.267
C 3.952 -3.664 0.469 -0.26 0.36 0.59 -0.864
C 4.778 -3.455 -0.643 0.06 0.78 -0.38 -0.715
C 5.292 -2.174 -0.920 -0.38 -0.48 0.32 -0.815
C 4.980 -1.159 -0.023 -0.12 -0.49 0.23 -0.053
N 5.561 0.109 0.087 -1.03 1.10 1.08 0.162
C 6.552 0.678 -0.801 0.29 0.40 -0.27 -0.962
C 5.056 0.761 1.163 0.68 -1.26 -0.38 -0.817
C 4.483 0.556 5.421 -0.38 -0.27 -0.73 -0.748
C 4.950 1.447 6.359 0.24 0.76 -0.07 -0.851
H 5.751 5.579 7.656 -0.07 -0.05 -0.15 0.250
H 6.081 5.388 5.910 -0.12 -0.11 0.20 0.308
H 4.384 5.437 6.505 0.23 -0.16 0.03 0.350
H 4.979 4.280 4.391 -0.14 -0.62 0.11 0.248
H 4.258 2.625 2.730 -0.43 0.13 0.33 0.582
H 3.092 -0.869 3.482 0.09 0.29 0.22 0.266
H 3.052 -2.786 2.260 -0.05 -0.10 -0.32 0.452
H 3.550 -4.666 0.659 0.25 0.44 -0.03 0.392
H 5.018 -4.287 -1.311 -0.14 0.33 0.24 0.371
H 5.882 -1.943 -1.797 0.16 -0.35 0.06 0.290
H 6.603 0.087 -1.718 -0.04 0.23 0.16 0.334
H 6.253 1.706 -1.030 0.09 -0.26 -0.15 0.362
H 7.550 0.713 -0.340 -0.34 -0.21 -0.03 0.314
H 5.456 1.734 1.447 -0.25 -0.37 -0.26 0.605
H 4.422 -0.509 5.655 -0.22 0.36 0.16 0.431
H 5.198 1.117 7.365 -0.04 0.12 -0.20 0.431



84
Properties=species:S:1:pos:R:3:forces:R:3:mulliken_charge:R:1 method="wB97M-V/def2-TZVPD" total_energy_ev=-112747.6813 charge=0 lumo_energy_ev="-2.61 / -0.67" spin_multiplicity=5 s_squared=6.072 relative_energy_ev=1.0182
Mn -0.174 -0.270 -0.138 1.20 2.42 0.29 1.051
C 4.712 2.740 0.126 -0.15 0.03 0.03 -1.618
C 3.990 1.440 0.110 0.32 -0.28 0.06 0.438
C 4.533 0.173 0.117 -0.21 0.11 0.01 -1.334
C 3.438 -0.705 0.086 -0.14 1.06 -0.08 -0.384
N 2.310 0.014 0.054 -0.07 -1.31 -0.09 0.912
N 2.649 1.316 0.083 0.32 0.09 -0.01 0.122
B 1.582 2.431 0.117 -0.11 -0.69 -0.10 -1.062
N 0.700 2.174 1.337 -0.25 0.43 0.38 1.110
N 0.529 0.902 1.733 -0.71 -0.99 -0.04 -0.346
C -0.202 0.917 2.857 0.04 0.97 -0.22 0.113
C -0.543 2.246 3.150 0.13 -0.32 -0.08 -0.999
C 0.035 3.010 2.153 -0.08 -0.25 0.08 0.701
C -0.117 4.465 1.901 0.09 -0.06 -0.08 -1.568
C -0.448 -0.283 3.642 -0.06 -0.46 0.18 0.827
C -1.267 -0.241 4.771 0.11 0.04 -0.23 -0.884
C -1.464 -1.376 5.535 -0.06 -0.04 0.08 -0.715
C -0.860 -2.569 5.178 -0.03 -0.05 -0.03 -0.590
C -0.054 -2.623 4.052 0.09 -0.07 -0.01 -0.780
C 0.168 -1.488 3.299 -0.09 0.28 0.06 -0.089
N 0.730 2.222 -1.152 -0.04 0.43 -0.02 1.291
N 0.480 0.953 -1.544 -0.23 -0.25 -0.83 0.360
C -0.008 1.001 -2.799 0.22 0.72 -0.14 -1.045
C -0.102 2.338 -3.192 0.20 -0.32 0.33 -0.686
C 0.359 3.078 -2.115 -0.10 -0.33 -0.19 0.638
C 0.409 4.553 -1.977 0.10 0.03 0.04 -1.711
C -0.233 -0.176 -3.617 -0.10 -0.49 -0.22 0.901
C -1.097 -0.119 -4.709 0.13 0.01 0.13 -0.637
C -1.271 -1.228 -5.516 -0.06 -0.04 -0.04 -0.969
C -0.599 -2.407 -5.233 0.00 -0.03 0.00 -0.518
C 0.264 -2.469 -4.150 0.01 -0.19 -0.01 -0.875
C 0.449 -1.361 -3.347 0.03 0.28 -0.08 0.162
C 3.476 -2.161 0.084 -0.22 -0.47 -0.04 1.406
C 2.300 -2.912 0.052 0.00 0.28 -0.02 0.467
C 2.351 -4.293 0.064 -0.13 -0.11 0.01 -1.356
C 3.572 -4.950 0.102 -0.02 -0.04 0.04 -0.521
C 4.747 -4.216 0.131 -0.01 -0.02 0.02 -0.792
C 4.700 -2.835 0.123 -0.20 0.13 -0.01 -0.783
H 5.783 2.554 0.142 0.03 0.03 -0.01 0.406
H 4.444 3.318 1.008 0.03 0.13 0.05 0.281
H 4.468 3.326 -0.756 0.03 0.12 -0.04 0.289
H 5.574 -0.076 0.142 0.21 0.02 0.00 0.534
H 2.086 3.495 0.136 0.08 0.38 0.00 -0.172
H -1.130 2.606 3.971 -0.06 0.11 0.17 0.512
H -0.431 4.974 2.807 -0.02 0.04 0.01 0.468
H -0.884 4.598 1.138 -0.07 0.12 -0.04 0.177
H 0.804 4.910 1.540 0.13 0.10 -0.03 0.293
H -1.750 0.683 5.052 -0.04 0.09 0.01 0.348
H -2.094 -1.333 6.410 -0.06 0.02 0.07 0.410
H -1.022 -3.456 5.771 -0.01 -0.10 0.06 0.406
H 0.406 -3.556 3.764 0.09 -0.10 -0.03 0.443
H 0.811 -1.509 2.428 0.10 -0.10 0.10 0.572
H -0.468 2.721 -4.122 -0.02 0.03 -0.19 0.523
H 0.528 5.008 -2.958 -0.01 0.06 0.04 0.461
H 1.227 4.860 -1.333 0.09 0.11 0.03 0.312
H -0.523 4.911 -1.537 -0.03 0.00 -0.01 0.222
H -1.647 0.786 -4.902 -0.09 0.12 -0.01 0.392
H -1.941 -1.184 -6.364 -0.03 0.04 0.02 0.401
H -0.755 -3.278 -5.853 0.04 -0.04 -0.04 0.404
H 0.791 -3.387 -3.937 0.05 -0.05 0.06 0.449
H 1.132 -1.393 -2.505 0.13 -0.07 -0.03 0.707
H 1.337 -2.389 0.020 0.29 -0.34 0.04 0.436
H 1.434 -4.864 0.054 -0.11 -0.04 -0.03 0.497
H 3.612 -6.029 0.121 -0.05 -0.07 -0.02 0.422
H 5.703 -4.721 0.170 0.02 -0.01 -0.02 0.407
H 5.622 -2.276 0.151 0.06 0.08 0.00 0.360
O -1.497 -1.254 -1.359 0.87 0.58 -0.24 -0.263
S -2.213 -1.738 -0.175 -2.35 -3.28 0.38 1.212
O -2.437 -3.159 -0.167 0.01 0.81 -0.02 -0.744
O -1.336 -1.321 0.960 0.64 0.24 0.55 -0.168
C -3.833 -0.991 0.002 0.42 -0.36 0.00 -0.095
C -4.858 -1.839 0.393 0.09 -0.23 0.05 -0.705
C -6.143 -1.348 0.562 0.05 0.14 -0.08 -0.702
C -6.397 0.002 0.360 0.12 -0.10 -0.05 -0.559
C -5.374 0.843 -0.050 0.05 0.03 0.03 -0.724
C -4.098 0.339 -0.239 0.34 0.75 -0.22 -0.377
S -2.840 1.440 -0.887 -0.94 1.41 -0.65 1.718
O -3.318 2.792 -0.710 -0.08 -0.32 0.27 -0.836
O -2.653 1.050 -2.262 -0.14 -0.23 0.24 -0.605
O -1.675 1.196 -0.008 0.43 -0.47 0.32 -0.328
H -4.624 -2.878 0.552 -0.09 -0.14 0.02 0.581
H -6.945 -2.021 0.831 0.03 -0.02 0.09 0.406
H -7.391 0.399 0.508 -0.06 0.01 -0.01 0.421
H -5.529 1.897 -0.232 -0.06 0.01 0.00 0.570



82
Properties=species:S:1:pos:R:3:forces:R:3:mulliken_charge:R:1 method="wB97M-V/def2-TZVPD" total_energy_ev=-102624.6514 charge=+3 lumo_energy_ev=-9.45
Hf 0.884 2.072 1.134 -0.18 -1.34 0.85 0.167
C 0.114 -0.883 2.630 0.01 -0.02 -0.01 0.308
C 1.318 -0.828 3.321 0.02 0.04 -0.02 -0.640
C 1.700 0.343 3.967 -0.03 -0.03 0.01 -0.685
C 0.858 1.452 3.961 -0.16 -0.11 0.17 -0.120
C -0.363 1.402 3.277 -0.31 -0.25 0.40 -0.937
C -0.720 0.230 2.588 -0.21 -0.07 0.22 -0.424
H -0.192 -1.799 2.142 0.00 0.00 -0.04 0.216
H 1.954 -1.701 3.372 0.01 -0.02 0.01 0.492
H 2.628 0.377 4.522 0.03 0.01 -0.01 0.496
H 1.101 2.314 4.570 0.06 0.06 -0.12 0.585
H -1.099 2.190 3.419 0.09 0.08 -0.17 0.497
H -1.706 0.140 2.148 0.05 0.04 -0.08 0.672
N -1.230 2.571 0.401 -0.12 0.64 -0.28 -0.239
C -1.143 2.851 -1.039 -0.13 -0.01 -0.10 0.727
C -2.255 2.957 -1.827 0.00 -0.03 0.01 -0.559
C -2.138 3.210 -3.210 0.05 0.01 0.00 -0.875
C -0.905 3.350 -3.781 0.01 -0.02 0.04 -0.997
C 0.262 3.249 -2.987 0.03 0.07 0.02 0.346
C 1.564 3.397 -3.512 0.01 -0.01 0.03 -0.487
C 2.660 3.316 -2.686 0.00 0.05 0.00 -1.122
C 2.466 3.071 -1.330 -0.07 0.01 0.00 0.143
N 1.254 2.905 -0.796 -0.12 0.48 -0.85 0.415
C 0.141 3.005 -1.603 -0.04 0.02 -0.09 0.111
H -2.068 2.009 0.563 0.26 -0.13 0.07 0.432
H -1.423 3.460 0.912 -0.02 -0.05 -0.01 0.469
H -3.241 2.851 -1.390 -0.01 0.00 0.01 0.526
H -3.033 3.297 -3.808 -0.02 -0.01 -0.01 0.474
H -0.803 3.542 -4.841 -0.01 0.01 -0.02 0.488
H 1.690 3.577 -4.572 0.00 0.02 -0.02 0.532
H 3.663 3.442 -3.067 0.00 0.00 0.01 0.477
H 3.311 3.000 -0.653 -0.03 -0.02 -0.01 0.528
C -0.469 6.825 4.084 -0.09 0.11 0.01 -1.033
N 0.418 5.818 3.468 0.07 -0.07 0.02 -0.010
C 1.722 5.767 3.806 0.01 0.02 -0.05 0.024
C 2.597 4.818 3.341 0.06 -0.09 -0.06 -1.186
C 2.050 3.896 2.454 0.09 0.45 0.13 0.856
O 2.621 2.825 1.938 0.06 0.19 -0.19 -0.678
N 0.766 3.991 2.053 0.18 0.74 0.66 -0.019
C -0.125 4.891 2.585 0.03 0.12 -0.25 0.766
O -1.298 4.850 2.276 -0.18 0.02 0.03 -0.708
H -0.015 7.807 3.987 0.02 0.00 -0.01 0.389
H -0.617 6.585 5.135 -0.02 -0.01 -0.01 0.379
H -1.421 6.806 3.564 0.03 0.00 0.02 0.340
H 2.052 6.535 4.495 -0.03 0.01 0.03 0.516
H 3.631 4.791 3.645 0.02 -0.01 0.02 0.568
Cl -1.419 -7.715 -5.273 -0.01 -0.01 -0.01 -0.169
C -0.970 -6.530 -4.113 0.01 0.07 0.06 0.316
C -0.528 -6.918 -2.857 0.01 0.04 -0.01 -0.973
C -0.189 -5.944 -1.935 0.01 -0.03 -0.04 -0.232
C -0.278 -4.588 -2.232 -0.04 -0.01 0.02 0.062
C 0.094 -3.572 -1.179 0.13 0.04 0.11 -0.645
C 1.321 -2.802 -1.670 0.06 -0.05 -0.11 -1.307
N 1.687 -1.682 -0.792 -0.01 -0.02 0.06 0.228
C 2.859 -1.524 -0.085 0.02 0.10 0.04 -0.488
C 2.785 -0.319 0.526 0.06 -0.02 -0.05 -0.820
N 1.560 0.267 0.205 0.56 -0.84 -0.29 0.368
C 0.939 -0.605 -0.601 -0.06 0.11 -0.12 -0.420
O -0.913 -2.623 -0.882 -0.07 -0.03 -0.08 0.250
C -1.901 -3.083 0.050 -0.05 0.07 0.13 -0.602
C -2.588 -4.365 -0.281 0.01 -0.04 0.02 -0.044
C -3.477 -4.536 -1.303 -0.04 -0.09 0.04 0.559
Cl -4.006 -3.335 -2.400 0.02 0.05 -0.02 -0.168
S -4.072 -6.135 -1.401 0.03 0.04 0.00 -0.113
C -3.144 -6.606 -0.045 0.02 0.05 -0.02 -0.444
C -2.405 -5.576 0.447 -0.09 -0.02 -0.05 -0.900
C -0.707 -4.231 -3.508 0.02 -0.13 -0.04 1.203
Cl -0.820 -2.562 -4.005 -0.18 0.07 -0.15 -0.211
C -1.055 -5.185 -4.447 -0.02 -0.02 -0.06 -0.959
H -0.461 -7.967 -2.606 0.00 -0.02 0.00 0.467
H 0.135 -6.247 -0.947 0.01 0.00 0.00 0.384
H 0.356 -4.103 -0.252 0.02 -0.06 -0.08 0.706
H 1.131 -2.387 -2.660 0.09 -0.09 0.16 0.442
H 2.167 -3.484 -1.731 0.05 0.07 0.03 0.251
H 3.639 -2.264 -0.093 0.03 -0.04 -0.03 0.540
H 3.513 0.182 1.145 0.02 -0.05 0.04 0.646
H -0.031 -0.485 -1.057 0.00 -0.01 0.01 0.761
H -2.620 -2.264 0.101 -0.01 0.00 0.02 0.492
H -1.422 -3.204 1.032 -0.05 0.00 0.01 0.190
H -3.198 -7.618 0.318 -0.01 -0.05 0.02 0.490
H -1.759 -5.672 1.309 0.03 0.01 0.04 0.448
H -1.387 -4.887 -5.430 -0.02 0.01 -0.02 0.470